Record 1
ORCA calculation (the ωB97M-V functional and the def2-TZVPD basis) on a molecular structure, C19H37BInN2O7S.

Cartesian coordinates (Å):
1 C -4.32444 -0.15171 -5.06464
2 C -5.07912 -1.21020 -4.30256
3 C -4.63329 -2.62195 -4.60168
4 C -3.12075 -2.86918 -3.99810
5 C -3.20517 -3.80328 -2.85202
6 C -3.57471 -3.25353 -1.51457
7 C -2.27506 -3.16782 -0.60327
8 C -1.53827 -1.83284 -0.82443
9 C -0.58750 -1.77809 0.42625
10 C 0.87318 -1.44638 0.06635
11 C 1.24232 0.05371 0.08006
12 C 2.07660 0.42982 1.29946
13 C 1.17110 0.67101 2.52955
14 C 0.74920 2.11451 2.78106
15 C -0.18917 2.23626 3.98646
16 S 0.68947 3.04333 5.32276
17 O 2.09883 2.87431 5.11616
18 O 0.21690 4.38509 5.43232
19 O 0.28215 2.26252 6.62208
20 O 2.96371 -0.64999 1.71804
21 C 3.91370 -0.08916 2.48434
22 O 4.68601 -0.63873 3.16103
23 O 3.86275 1.28915 2.33041
24 C 3.17184 1.51133 1.09114
25 C 4.18166 1.12431 -0.04118
26 C 5.32444 2.09927 0.08378
27 N 6.17757 2.09152 1.03345
28 B 2.81936 3.05209 0.78794
29 N 2.42105 3.53043 -0.48591
30 O 3.01513 3.91737 1.83948
31 H -4.28357 -0.36312 -6.12919
32 H -4.76166 0.83225 -4.90367
33 H -3.28806 -0.07955 -4.70752
34 H -6.14703 -1.18045 -4.59697
35 H -5.02359 -0.98089 -3.23538
36 H -4.54520 -2.77065 -5.67761
37 H -5.34058 -3.33317 -4.18942
38 H -2.72147 -1.89603 -3.70892
39 H -2.53343 -3.29065 -4.80790
40 H -3.95230 -4.60469 -3.07589
41 H -2.24709 -4.37055 -2.82312
42 H -4.11225 -2.31539 -1.59522
43 H -4.21939 -3.95576 -0.97597
44 H -2.58334 -3.30400 0.43257
45 H -1.56882 -3.97102 -0.80903
46 H -1.01936 -1.76367 -1.77390
47 H -2.26651 -1.02773 -0.77181
48 H -0.56287 -2.75549 0.91206
49 H -1.06270 -1.11445 1.14730
50 H 1.52250 -2.02961 0.71203
51 H 1.06274 -1.82175 -0.93780
52 H 1.82289 0.24285 -0.82130
53 H 0.38143 0.71543 0.01694
54 H 0.26253 0.07933 2.38955
55 H 1.62324 0.27641 3.43676
56 H 0.23944 2.51010 1.90287
57 H 1.64091 2.69140 2.97839
58 H -1.04607 2.86301 3.76734
59 H -0.54702 1.26686 4.32746
60 H -0.31484 1.52158 6.45432
61 H 4.51231 0.08931 0.01370
62 H 3.72255 1.25312 -1.01735
63 H 5.41496 2.87891 -0.66732
64 H 6.03341 1.26643 1.62494
65 H 1.73675 4.27801 -0.43926
66 H 2.07945 2.85211 -1.15356
67 H 2.96746 4.84102 1.55375
68 In 5.71508 3.29734 3.24435

Atomic forces in eV per Å
C 0.1745 -0.2067 0.0746
C 0.9998 0.3281 -0.0657
C -1.2724 0.5238 -0.1029
C 1.1744 -0.1992 0.3291
C -0.2719 1.0576 -0.0276
C -1.2036 -0.2259 -0.7305
C 1.4415 -0.0313 0.3416
C -0.9198 0.4141 -0.1164
C 0.2054 -0.4556 0.1338
C -0.3839 0.0509 -0.4378
C 0.8010 -0.2399 -0.3037
C -0.4213 -0.0698 0.5601
C -0.3518 0.4325 -0.0285
C -0.2901 -0.4882 -0.2118
C 0.1600 -0.1284 -0.0994
S 0.1996 1.1596 0.1115
O 0.1568 -0.4771 0.0211
O -0.1293 -0.2301 -0.0512
O -0.0558 -0.2384 0.0163
O -0.3368 -0.1994 -0.2464
C -0.5735 0.5543 -0.4011
O 0.9414 -0.5617 0.7940
O 0.0614 0.0571 0.0668
C 0.0882 0.1281 -0.8394
C -0.1913 0.1827 -0.2228
C 0.6492 -0.1182 0.0732
N -0.3769 -0.2570 -0.1283
B -0.2832 0.2143 0.6881
N -0.8955 -0.7281 0.5058
O 0.5950 0.1618 -0.3842
H -0.0570 0.0194 -0.1226
H -0.0593 0.0955 0.0193
H 0.0665 0.1270 -0.0175
H -0.2097 -0.2773 0.1968
H -0.5048 0.0205 0.1640
H 0.3145 -0.3963 -0.0607
H 0.0440 -0.2246 -0.0229
H -0.2314 0.2403 -0.2192
H 0.0207 0.0338 -0.1296
H 0.2601 -0.5109 0.3529
H -0.1235 -0.5247 -0.3510
H 0.1923 0.2561 0.2290
H 0.1244 -0.0346 0.2620
H -0.4369 -0.0666 0.0085
H -0.0465 -0.1599 -0.0321
H 0.2307 -0.1446 -0.0181
H 0.0503 0.1754 -0.0759
H 0.0652 -0.0389 0.2033
H -0.0911 0.1093 0.0221
H 0.0410 0.0064 0.1571
H 0.1595 -0.0713 -0.0709
H 0.0257 -0.0148 -0.0990
H -0.1639 0.0409 0.1814
H -0.0355 -0.2188 -0.0834
H 0.2438 0.0066 0.0216
H 0.0184 0.1609 -0.1222
H -0.0149 0.2236 -0.0362
H -0.1093 0.0948 0.1248
H -0.0187 -0.1248 -0.0183
H -0.0358 -0.0058 0.1909
H 0.1130 -0.0755 0.2190
H -0.0453 0.0253 -0.0954
H -0.1431 0.2281 0.0674
H 0.1814 -0.1239 -0.1603
H 0.3831 0.3675 -0.2636
H 0.2600 0.0739 -0.2054
H -0.0775 0.0643 0.2619
In -0.0814 0.2339 0.2040

## Properties
Total charge: +3
Orbital gap: 1.529 eV
HOMO level: -17.020 eV
F_max: 0.0288 Eh/bohr

Here are the Mulliken charges for atoms 1 to 8, given in e: -1.16, -0.16, -0.68, -0.19, -0.80, -0.70, -0.89, -0.49


Record 2
ORCA calculation (the ωB97M-V functional and the def2-TZVPD basis) on a molecular structure, C25H25N15O2SYb.

Cartesian coordinates (Å):
1 Yb 12.23555 9.62572 11.21671
2 O 14.05323 8.52581 11.68145
3 C 14.43259 7.76430 12.62621
4 C 15.76650 7.87575 13.17250
5 C 16.16633 6.94851 14.21253
6 C 15.15957 6.12372 14.81408
7 C 13.96523 5.94768 14.14323
8 C 13.53289 6.69613 13.01197
9 C 12.31414 6.36296 12.40698
10 N 11.69856 7.17129 11.59666
11 N 10.60446 6.81818 10.97040
12 C 10.37613 7.63950 9.93630
13 O 10.92929 8.72611 9.58498
14 C 9.15109 7.25797 9.14664
15 C 8.74724 8.07028 8.07623
16 C 7.67320 7.77590 7.27802
17 C 6.84096 6.72444 7.71298
18 C 7.21210 5.91823 8.78629
19 C 8.42624 6.10875 9.47113
20 H 16.47818 8.57930 12.73491
21 H 17.20471 6.89026 14.54796
22 H 15.29493 5.52909 15.71588
23 H 13.29540 5.19836 14.49282
24 H 11.84607 5.40058 12.76101
25 H 9.33818 8.96448 7.90746
26 H 7.51364 8.25365 6.33315
27 H 6.04722 6.41836 7.09469
28 H 6.42307 5.30739 9.17804
29 H 8.82409 5.40472 10.13824
30 N 13.76051 9.96613 6.71619
31 C 12.96086 9.38476 7.58381
32 N 13.30099 9.77148 8.85880
33 C 14.28826 10.65790 8.61438
34 N 14.62970 10.74523 7.35054
35 C 14.83087 11.48197 9.65526
36 C 15.93395 12.32310 9.37650
37 N 16.54124 13.05757 10.26246
38 C 16.02343 13.03993 11.48401
39 C 14.90977 12.27460 11.78853
40 N 14.27946 11.51142 10.89105
41 H 13.67058 10.02034 5.69531
42 H 12.19390 8.67638 7.33336
43 H 16.36140 12.34983 8.35676
44 H 16.50918 13.59679 12.26560
45 H 14.52131 12.32076 12.79886
46 C 7.14970 8.35506 12.61237
47 C 7.68377 9.30169 11.62678
48 N 6.90010 9.93275 10.75373
49 N 7.72049 10.89236 10.19998
50 C 9.01927 10.82214 10.72993
51 S 10.17765 11.99949 10.64120
52 N 8.96913 9.80563 11.65324
53 N 9.99162 9.30599 12.42173
54 H 6.24938 7.93647 12.16630
55 H 6.79788 8.88641 13.46668
56 H 7.78755 7.52795 12.82103
57 H 7.39995 11.49767 9.44306
58 H 9.60118 8.48870 12.93640
59 H 10.29160 10.06506 13.04210
60 N 12.09229 11.28043 18.06572
61 C 12.08694 11.35327 16.71873
62 N 11.67816 12.49109 16.11596
63 N 12.51774 10.25579 16.04141
64 C 12.48899 10.25543 14.74642
65 N 12.57583 10.17170 13.58354
66 H 12.07717 12.09960 18.61433
67 H 12.55331 10.47498 18.49203
68 H 11.36696 13.23556 16.63303
69 H 11.60591 12.54091 15.11340

Atomic forces in eV per Å
Yb 1.5737 -1.8253 -0.9222
O -0.8086 2.4867 -1.6242
C 0.4208 -1.5149 0.6507
C -0.3159 -2.4281 1.4903
C -1.7167 1.3141 -0.8573
C 0.6112 0.1294 -1.0499
C -0.1224 0.7314 -0.5385
C 3.2611 0.4730 2.3174
C -1.9625 -0.1234 -0.2297
N 3.0959 1.4215 1.4478
N -1.7896 0.1440 -2.3405
C -2.5759 -2.0563 0.5452
O 1.4245 0.7051 1.1465
C 0.0800 -0.2746 -0.0765
C 0.8964 0.5716 0.5312
C -0.5923 -1.4541 0.7461
C 1.8721 0.3684 -0.2050
C -0.0490 0.9891 0.4745
C -1.1048 1.2411 -1.7772
H -0.3432 -0.2561 0.0683
H -0.3966 0.2952 0.0419
H 0.4850 0.1175 -0.3219
H -0.4999 -0.5575 0.4095
H 0.2794 0.7985 -0.8114
H 0.0893 -0.1098 -0.2091
H -0.2685 0.4761 -0.1448
H -1.2553 -0.1180 -0.3838
H 0.1841 -1.0554 -0.0319
H 0.1721 -0.6410 1.1233
N -0.0524 0.0373 -0.3876
C -0.3224 -0.4019 2.5248
N -1.0522 -0.1434 -1.9776
C -0.4695 -0.9499 -0.4797
N 0.7400 1.5368 -0.2644
C 1.2533 1.6988 1.4735
C -0.1080 -1.0464 -1.6559
N 0.2109 0.6900 0.7128
C -0.2032 -0.5549 0.0974
C -0.2420 0.1965 0.1034
N 0.0837 -0.5537 -0.8852
H 0.2835 -0.3134 0.7750
H -0.1749 -0.0116 0.0535
H -0.4334 -0.1657 0.6073
H 0.1486 0.2521 0.0708
H -0.1936 -0.2284 -0.0810
C -0.9366 -0.3209 -1.1376
C -1.3810 1.1582 -1.1047
N 1.9023 -0.4280 0.8621
N 2.1045 -1.2678 1.3486
C -2.3637 0.3793 0.0685
S 1.5758 -0.1128 -0.1226
N -2.7413 0.4724 -2.0951
N 0.4639 0.4376 0.5307
H -0.0174 -0.1186 -0.0675
H 0.1206 0.2874 0.9848
H 0.6060 -0.5637 0.3958
H 0.2888 -0.3532 0.5133
H 0.8879 0.7495 -0.4689
H -0.3540 -0.3777 0.5025
N 0.4174 -1.0759 -0.8114
C 0.6346 -1.0270 -0.7384
N 0.9119 -2.4272 -0.8724
N -0.7951 1.3203 0.9268
C 0.5071 -0.0655 -0.4738
N -0.6799 0.2801 0.2034
H -0.1690 0.8692 0.4899
H -0.3068 0.3628 -0.4416
H -0.8664 1.9786 1.3177
H 0.0775 -0.0477 0.0338

## Properties
Total charge: +1
Orbital gap (spin up / spin down): 6.484 / 6.482 eV
HOMO level (spin up / spin down): -9.089 / -9.092 eV
⟨S²⟩: 0.751
Spin multiplicity: 2
Relative energy (zero: lowest compared OMol25 entry of this formula, charge and spin): 0.240 eV
F_max: 0.0783 Eh/bohr

Here are the Mulliken charges for atoms 1 to 8, given in e: 1.21, -0.59, 0.65, -0.70, -0.44, -0.83, -1.00, 1.09


Record 3
ORCA calculation (the ωB97M-V functional and the def2-TZVPD basis) on a molecular structure, C14H16Br4O6W.

Cartesian coordinates (Å):
1 W 5.80596 7.53758 12.18697
2 C 7.63713 8.02047 14.58706
3 C 8.44301 8.84323 13.57877
4 O 7.94368 8.31745 12.31291
5 C 8.37614 8.96359 11.07569
6 C 7.55200 8.38653 9.96760
7 O 6.14705 8.40803 10.37497
8 C 5.12270 9.49802 10.03678
9 C 5.03158 10.38123 11.22336
10 O 4.87645 9.51680 12.38035
11 C 5.19708 10.16722 13.59583
12 C 5.34577 9.08635 14.65523
13 O 6.17486 8.00540 14.15477
14 H 7.61415 8.36465 15.57776
15 H 7.92866 6.94667 14.61228
16 H 9.48438 8.43922 13.70197
17 H 8.29023 9.88039 13.74869
18 H 9.43032 8.79699 11.00850
19 H 8.25975 10.09080 11.07845
20 H 7.66582 7.31294 9.73821
21 H 7.58964 9.06788 9.12876
22 H 4.20121 9.02543 9.76755
23 H 5.50850 10.11537 9.26262
24 H 4.12246 11.05165 11.16493
25 H 5.91908 10.94598 11.42287
26 H 4.41297 10.93756 13.91475
27 H 6.10886 10.70558 13.35942
28 H 4.34671 8.68916 14.92034
29 H 5.70779 9.46797 15.59211
30 Br 1.62955 2.14635 10.71656
31 C 3.08742 3.21020 11.20867
32 C 4.26535 2.60004 11.67725
33 Br 4.48175 0.73858 11.65844
34 C 5.41378 3.33501 12.03208
35 Br 6.97512 2.61275 12.80127
36 C 5.32905 4.73495 12.01237
37 O 6.26995 5.63339 12.34298
38 C 4.12653 5.35745 11.60304
39 O 4.15566 6.66321 11.78988
40 C 3.00855 4.59563 11.27007
41 Br 1.37027 5.43382 11.08462

Atomic forces in eV per Å
W 0.0029 -2.0824 0.3385
C -0.8322 -1.3507 -1.3251
C 0.3048 -3.2084 0.5780
O -0.5348 1.1280 -0.4471
C -0.0231 1.0859 0.9067
C -0.6794 -0.1189 -0.4279
O -1.7423 0.6862 -0.0513
C 1.5335 -0.2157 0.5407
C -1.8696 0.1746 0.9518
O -0.5587 -0.3503 -0.5335
C -0.5467 1.1639 1.0970
C -1.3239 0.2763 -0.0356
O 0.8299 0.2242 0.8246
H 0.2588 0.7435 1.2753
H -0.2682 0.7355 -0.3147
H -0.6309 1.1325 -0.1919
H 0.1737 1.0467 -0.4560
H 0.6843 -0.3393 -0.5456
H -0.2109 -1.1299 0.4861
H 0.6555 0.6629 -0.1147
H 0.4670 -0.3741 -0.6159
H -0.3101 -0.6224 -0.1124
H 0.3609 0.0831 -1.1550
H 1.0480 -0.5858 -0.0602
H 0.5743 0.5882 -0.3193
H 0.8696 -1.1554 -0.5158
H 0.4287 0.2535 0.6104
H 0.5129 -0.2335 -0.4817
H 0.6164 0.2393 0.2780
Br 0.0508 0.1830 -0.0262
C 0.6380 -0.2336 0.7124
C 1.1661 -0.2243 -0.5482
Br -0.2716 -0.0848 0.0380
C -0.3109 0.9926 0.6608
Br -0.1686 -0.0131 -0.2804
C -1.3848 -0.5578 -1.0414
O 0.6300 1.0302 0.1816
C 0.5425 -2.6005 0.7081
O -0.1549 2.2325 -0.3048
C -0.0814 0.2302 -0.0184
Br -0.4455 0.5882 -0.2650

## Properties
Total charge: +2
Orbital gap (spin up / spin down): 6.428 / 5.879 eV
HOMO level (spin up / spin down): -13.343 / -13.361 eV
⟨S²⟩: 2.022
Spin multiplicity: 3
F_max: 0.0637 Eh/bohr

Here are the Mulliken charges for atoms 1 to 8, given in e: 2.28, -0.54, -0.61, -0.48, -0.43, -0.51, -0.58, -0.51